C37H27BrF3MnN2O2P2S2 as an isolated structure, computed with ωB97M-V/def2-TZVPD.

XYZ file:
```
77
Properties=species:S:1:pos:R:3
Mn -0.481 0.304 0.416
S -1.201 -0.912 2.378
P -0.516 -2.429 1.226
C 0.036 -1.649 -0.194
P -0.857 -1.585 -1.661
S -2.189 -0.088 -1.523
C -1.630 -3.135 -2.211
C -2.842 -3.095 -2.889
C -3.418 -4.269 -3.353
C -2.791 -5.486 -3.128
C -1.583 -5.530 -2.445
C -1.000 -4.357 -1.993
C 0.320 -1.291 -3.020
C 0.047 -0.387 -4.037
C 0.958 -0.206 -5.071
C 2.134 -0.939 -5.099
C 2.407 -1.853 -4.087
C 1.507 -2.023 -3.048
C -1.801 -3.694 1.054
C -1.556 -5.041 1.297
C -2.556 -5.980 1.081
C -3.797 -5.575 0.614
C -4.047 -4.229 0.375
C -3.057 -3.289 0.600
C 0.837 -3.310 2.044
C 0.852 -3.463 3.424
C 1.887 -4.157 4.034
C 2.905 -4.702 3.264
C 2.889 -4.556 1.883
C 1.856 -3.858 1.274
H -3.340 -2.144 -3.036
H -4.362 -4.233 -3.881
H -3.247 -6.403 -3.480
H -1.098 -6.479 -2.257
H -0.061 -4.396 -1.451
H -0.868 0.194 -3.999
H 0.749 0.514 -5.852
H 2.842 -0.796 -5.905
H 3.327 -2.424 -4.104
H 1.731 -2.705 -2.236
H -0.585 -5.365 1.649
H -2.362 -7.027 1.273
H -4.574 -6.308 0.438
H -5.015 -3.912 0.010
H -3.248 -2.238 0.412
H 0.066 -3.016 4.022
H 1.901 -4.264 5.111
H 3.716 -5.238 3.740
H 3.686 -4.976 1.284
H 1.853 -3.705 0.201
Br 3.069 -0.654 1.947
C 2.385 1.067 2.344
C 3.137 1.898 3.159
C 2.626 3.151 3.442
C 1.405 3.518 2.901
C 0.735 2.610 2.101
N 1.217 1.390 1.826
C -0.604 3.003 1.486
O -0.986 4.148 1.638
O -1.206 2.076 0.824
H 4.086 1.561 3.549
H 3.178 3.833 4.076
H 0.949 4.482 3.072
F 4.197 2.363 -4.551
C 3.036 2.989 -4.316
F 2.314 2.936 -5.450
F 3.313 4.283 -4.088
C 2.277 2.381 -3.166
C 1.034 2.900 -2.837
C 0.332 2.309 -1.804
N 0.815 1.267 -1.124
C 2.015 0.784 -1.434
C 2.789 1.316 -2.452
H 0.611 3.735 -3.378
H -0.649 2.657 -1.507
H 2.345 -0.073 -0.860
H 3.751 0.887 -2.688
```

As for the charge: 0. The energy relative to the best compared isomer or geometry (same formula, charge and spin) comes out at 0.0 kJ/mol. The value obtained for the max |F| is 0.26 eV/A. The energy is -7190.0226 Eh. The value obtained for the frontier orbital gap (spin up / spin down) is 6.883 / 7.955 eV. The spin multiplicity is 5. The value obtained for the LUMO energy (spin up / spin down) is -0.944 / -0.116 eV. The HOMO energy (spin up / spin down) is -7.8 / -8.1 eV. Its expectation value of S² is 6.2875.

Löwdin population analysis, charges in e, atoms 1 to 5: 0.43, 0.42, 0.45, -0.58, 0.45